{"formula": "C29H48BClF16O4", "method": "the ωB97M-V functional and the def2-TZVPD basis", "smiles": "CCOCB(CCCCCCCCCCCCOC)[C@@H](Cl)CC.FC(F)C(F)(F)COC(F)(F)C(F)F.FC(F)C(F)(F)COC(F)(F)C(F)F", "e_homo_ev": -9.3, "charge": 0, "homo_lumo_gap_ev": 9.7046, "species": ["C", "C", "O", "C", "B", "C", "C", "C", "C", "C", "C", "C", "C", "C", "C", "C", "C", "O", "C", "C", "Cl", "C", "C", "H", "H", "H", "H", "H", "H", "H", "H", "H", "H", "H", "H", "H", "H", "H", "H", "H", "H", "H", "H", "H", "H", "H", "H", "H", "H", "H", "H", "H", "H", "H", "H", "H", "H", "H", "H", "H", "H", "H", "H", "F", "C", "F", "C", "F", "F", "C", "O", "C", "F", "F", "C", "F", "F", "H", "H", "H", "H", "F", "C", "F", "C", "F", "F", "C", "O", "C", "F", "F", "C", "F", "F", "H", "H", "H", "H"], "positions_angstrom": [[7.3873, -1.0375, 0.7159], [6.2219, -0.2846, 0.1017], [5.9674, 0.8855, 0.8260], [4.6192, 1.3268, 0.7830], [4.4915, 2.8976, 0.5816], [3.4887, 3.6807, 1.4926], [2.2406, 4.0045, 0.6189], [0.9121, 3.5475, 1.2256], [0.0933, 2.8679, 0.1550], [-1.3962, 2.6925, 0.4505], [-2.1598, 2.6163, -0.8606], [-1.7026, 1.4698, -1.7693], [-0.6560, 1.8642, -2.8265], [-0.6513, 1.0084, -4.1001], [0.5012, 0.0285, -4.0825], [0.1976, -1.1549, -3.1280], [1.2525, -1.2758, -2.0648], [1.0612, -2.4520, -1.2858], [0.0876, -2.2368, -0.2973], [5.3626, 3.5946, -0.5500], [5.6325, 2.4786, -1.9555], [4.8481, 4.9157, -1.0979], [3.7808, 4.8192, -2.1906], [7.3513, -2.0473, 0.3471], [8.3049, -0.5816, 0.3892], [7.3071, -0.9886, 1.7871], [5.3659, -0.9453, 0.0972], [6.4898, -0.0579, -0.9176], [4.0465, 0.9890, 1.6412], [4.1405, 0.8957, -0.0954], [3.9533, 4.6013, 1.8214], [3.1801, 3.0977, 2.3360], [2.3396, 3.4583, -0.3060], [2.2230, 5.0458, 0.3465], [1.1189, 2.8416, 2.0130], [0.4043, 4.3956, 1.6563], [0.1818, 3.4519, -0.7481], [0.4974, 1.8960, -0.0842], [-1.7970, 3.4766, 1.0725], [-1.4971, 1.7452, 0.9490], [-2.0908, 3.5763, -1.3504], [-3.2109, 2.4708, -0.6651], [-2.5546, 1.0201, -2.2453], [-1.2479, 0.7328, -1.1250], [-0.7377, 2.9192, -3.0312], [0.3047, 1.7331, -2.3633], [-1.5960, 0.5179, -4.2719], [-0.4992, 1.6849, -4.9273], [0.7263, -0.3725, -5.0588], [1.3991, 0.5046, -3.7228], [0.1043, -2.0760, -3.6781], [-0.7577, -0.9465, -2.6772], [1.2002, -0.4247, -1.3938], [2.2292, -1.3319, -2.5185], [-0.8756, -2.1474, -0.7675], [0.3249, -1.3756, 0.3153], [0.0940, -3.1064, 0.3436], [6.3387, 3.7376, -0.1158], [4.4530, 5.5143, -0.2952], [5.6616, 5.4906, -1.5038], [3.2781, 3.8715, -2.2148], [4.1935, 4.9871, -3.1669], [3.0416, 5.5797, -2.0159], [-5.8422, -5.2060, -2.2287], [-5.1810, -6.3516, -1.9454], [-6.0774, -7.2634, -1.4999], [-4.1329, -6.1211, -0.8595], [-4.7349, -5.7891, 0.3051], [-3.5112, -7.3185, -0.6683], [-3.0321, -5.1038, -1.1740], [-3.2378, -3.7982, -0.6908], [-4.0065, -2.9337, -1.4195], [-4.2686, -3.4233, -2.6459], [-3.2922, -1.7971, -1.5758], [-5.2842, -2.5626, -0.6731], [-6.0045, -3.6650, -0.3695], [-6.0397, -1.7666, -1.4637], [-4.7111, -6.7347, -2.8560], [-2.1487, -5.4540, -0.6446], [-2.7707, -5.1035, -2.2322], [-5.0387, -2.0328, 0.2458], [-1.0391, -1.0880, 3.2319], [-2.0537, -1.1596, 2.3411], [-1.7563, -0.3249, 1.3146], [-3.3840, -0.7589, 2.9730], [-3.3656, 0.5393, 3.3342], [-4.3301, -0.8868, 1.9907], [-3.8536, -1.6140, 4.1547], [-3.5551, -1.1193, 5.4347], [-2.3213, -1.3640, 5.9690], [-1.6424, -2.2713, 5.2398], [-2.5108, -1.8854, 7.1989], [-1.5260, -0.0703, 6.1360], [-1.4073, 0.5634, 4.9495], [-0.2871, -0.3725, 6.5843], [-2.1069, -2.1797, 1.9455], [-4.9406, -1.6070, 4.1077], [-3.5517, -2.6559, 4.0441], [-2.0239, 0.5898, 6.8493]]}

{"formula": "C29H48BrN3P2SV", "method": "the ωB97M-V functional and the def2-TZVPD basis", "s_squared": 3.774, "multiplicity": 4, "e_homo_ev": [-12.1, -12.1], "charge": 2, "de_lowest_kj_mol": 83.1, "homo_lumo_gap_ev": [5.2977, 5.1373], "species": ["N", "C", "C", "C", "C", "C", "C", "V", "P", "C", "C", "C", "C", "C", "C", "C", "Br", "H", "H", "H", "H", "H", "H", "H", "H", "H", "H", "P", "C", "C", "H", "H", "H", "H", "H", "C", "C", "H", "H", "H", "H", "H", "C", "C", "H", "H", "H", "H", "H", "C", "C", "H", "H", "H", "H", "H", "C", "C", "H", "H", "H", "H", "H", "C", "C", "H", "H", "H", "H", "H", "S", "C", "N", "C", "C", "C", "N", "H", "H", "H", "H", "H", "H", "H", "H"], "positions_angstrom": [[-6.2731, 4.5752, -4.9269], [-6.1754, 5.0100, -3.6634], [-5.4116, 4.3383, -2.6988], [-4.6950, 3.1555, -3.0258], [-4.8352, 2.7155, -4.3678], [-5.6191, 3.4599, -5.2637], [-3.8658, 2.5223, -1.9943], [-1.3154, 0.4685, -0.1203], [4.7570, -0.7113, 0.0634], [-2.8868, 1.5633, -2.0818], [-1.5680, 1.9630, -1.5713], [-0.3859, 1.2550, -1.8583], [0.7531, 1.4182, -1.0223], [0.8514, 2.5493, -0.1402], [-0.3758, 3.0881, 0.2911], [-1.5527, 2.7781, -0.4133], [2.4036, 2.9679, 0.9800], [-4.0849, 2.9460, -1.0081], [-2.9764, 0.6729, -2.7137], [-5.3572, 4.7769, -1.7066], [-4.3404, 1.8225, -4.7501], [-6.7164, 5.9298, -3.4237], [-5.7203, 3.1514, -6.3092], [-0.3823, 0.5950, -2.7313], [-2.4708, 3.2585, -0.1460], [1.6168, 0.8128, -1.2789], [-0.4425, 3.7530, 1.1487], [-0.9000, -1.8060, -0.4621], [4.7027, 1.1038, -0.0330], [6.0059, 1.8237, -0.3599], [4.3526, 1.4274, 0.9585], [3.9265, 1.3626, -0.7650], [5.8895, 2.8910, -0.1281], [6.8374, 1.4298, 0.2366], [6.2395, 1.7368, -1.4275], [4.0160, -1.2485, -1.5124], [4.9888, -2.1383, -2.2900], [3.7552, -0.3535, -2.0921], [3.0988, -1.8036, -1.2849], [4.6541, -2.2282, -3.3302], [6.0054, -1.7228, -2.2887], [5.0220, -3.1467, -1.8563], [3.5432, -1.1873, 1.3587], [4.2659, -1.8824, 2.5164], [2.8141, -1.8645, 0.8879], [3.0236, -0.2783, 1.7000], [3.5803, -2.5744, 3.0165], [5.1315, -2.4545, 2.1546], [4.6142, -1.1514, 3.2588], [-0.7328, -2.9124, 0.9869], [-1.5263, -4.2306, 0.9336], [-1.0065, -2.3200, 1.8785], [0.3429, -3.1397, 1.0836], [-2.5531, -4.1026, 1.3123], [-1.5583, -4.6699, -0.0785], [-1.0385, -4.9647, 1.5921], [0.3855, -2.3661, -1.6121], [0.0753, -2.2805, -3.1041], [0.6391, -3.4009, -1.3390], [1.2634, -1.7492, -1.3728], [-0.9181, -2.6811, -3.3478], [0.1338, -1.2482, -3.4755], [0.8118, -2.8719, -3.6677], [-2.5482, -2.1334, -1.1848], [-3.7086, -1.7749, -0.2676], [-2.5386, -3.1973, -1.4351], [-2.6205, -1.5893, -2.1381], [-3.9657, -0.7068, -0.3277], [-4.5869, -2.3516, -0.5781], [-3.5216, -2.0122, 0.7869], [-1.7247, 0.5351, 2.1601], [-0.6216, 0.0439, 3.4136], [-0.9720, -0.9139, 4.2943], [-0.4397, -0.9869, 5.6588], [0.3063, 0.2959, 5.9783], [1.2774, 0.6434, 4.8616], [0.5654, 0.6433, 3.5895], [-1.8482, -1.4029, 4.1063], [0.2211, -1.8565, 5.7550], [-1.2895, -1.1365, 6.3286], [0.8461, 0.1874, 6.9222], [-0.4075, 1.1137, 6.1153], [2.1161, -0.0777, 4.8376], [1.7127, 1.6429, 4.9868], [0.9321, 1.2016, 2.8217]]}

How do the records compare in energy? In the order shown, they have -95718.6011; -160448.3799 eV.
How do the records compare in largest force on an atom? In the order shown, they have 1.3; 2.3 eV/A.